C55H75N3O5PtS2 as an isolated structure. Source: OMol25; level of theory: the ωB97M-V functional and the def2-TZVPD basis.

Calculated values
**HOMO level (spin up / spin down)**: -0.44765 / -0.45375 Eh
**Lowest unoccupied orbital energy (spin up / spin down)**: -4.6748 / -6.7760 eV
**HOMO-LUMO gap (spin up / spin down)**: 7.506 / 5.571 eV
**ΔE to the lowest compared entry with this formula, charge and spin**: 0.000 eV
**2S+1**: 5
**Calculated total energy**: -97863.6520 eV
**Charge**: +2

```
141
C55H75N3O5PtS2, DFT the ωB97M-V functional and the def2-TZVPD basis
C 0.811 3.414 -3.400
C -2.453 -3.343 2.305
C 1.806 2.975 0.284
H 6.929 -3.269 -3.454
H -0.559 -1.911 6.935
C 6.170 2.610 0.887
H -4.480 1.584 1.307
H -1.168 1.688 -6.394
H 3.407 1.411 3.436
H -3.900 -3.138 4.440
C 1.118 -3.331 3.405
C 1.175 3.605 -0.941
H 1.828 -4.439 1.142
O 1.304 0.665 -1.157
H -6.341 0.399 -1.534
H 0.865 5.389 -5.459
H -1.914 2.845 -5.278
H 2.781 -3.536 6.285
C 1.946 -2.913 -0.328
Pt -0.481 0.268 0.079
H 3.797 -3.823 0.175
H -5.188 -0.580 -4.186
C 5.196 4.522 2.186
H -1.071 3.429 2.915
H 0.155 3.912 -0.688
N -4.545 1.312 -2.115
C 0.642 2.719 -4.611
H 7.316 -3.433 -1.069
H 6.154 -5.342 -2.418
H -4.545 2.304 -1.923
H 4.917 -5.343 -1.158
H -2.942 -3.764 1.422
H 1.179 -4.413 3.430
C 1.202 1.337 -2.216
H 5.110 2.692 4.172
H 1.723 -1.168 -4.444
H -2.739 1.357 1.088
H 2.144 -4.931 5.406
C 3.171 3.060 0.504
H -1.425 -3.090 2.063
H -1.734 3.250 -6.995
S -3.691 -1.061 -2.384
H 0.206 -1.242 -3.555
H 4.973 5.029 1.247
H -1.464 -3.756 5.571
H 1.808 -4.744 7.132
C 1.248 -2.699 2.199
H 0.624 -0.666 5.463
S -1.960 1.327 -1.617
H 0.267 -3.792 0.711
C 0.884 1.327 -4.616
H -5.129 -1.108 5.298
C -4.599 0.095 3.605
H 0.941 1.357 4.367
H 5.684 1.272 3.266
C 1.961 -1.628 -2.391
H -0.203 4.479 1.780
H -0.315 1.179 3.138
C 1.302 -3.511 0.915
C 0.740 0.983 3.362
N -3.141 -2.152 2.781
H -5.139 -2.579 3.317
H 6.042 -1.757 -3.300
C -4.184 -2.317 3.784
H -6.009 -1.523 -2.927
H 0.210 -3.106 7.973
H 1.726 4.513 -1.191
C 0.650 -3.399 5.891
H -2.459 -4.094 3.091
H 0.726 4.494 -3.386
H 0.645 3.597 -7.948
C -1.022 -2.893 -1.147
C 3.768 2.586 1.674
H -3.350 2.184 2.527
C 1.022 2.392 1.280
C 1.273 -2.165 -1.302
C 0.908 -0.526 3.379
C 1.054 3.127 -7.054
C -2.917 -0.980 2.136
H -0.528 -3.860 -1.206
H -3.388 -0.835 5.110
C -3.431 0.608 -1.989
C 6.330 -3.018 -0.855
C 1.597 1.746 2.368
C 1.066 2.777 -2.214
O 1.228 -0.676 1.040
C 5.198 2.991 2.012
C 1.240 -0.889 -3.506
C 0.355 -2.489 7.087
C 1.177 0.630 -3.480
C -0.076 4.892 -5.698
H -0.679 -4.962 6.596
H 1.183 -1.809 7.290
C 0.788 -1.224 4.551
H -1.683 -2.796 -2.007
H -0.430 -5.003 4.848
C 3.280 -3.216 -0.560
H -0.446 5.313 -6.632
O -0.068 -1.825 -1.203
C 5.936 -2.844 -3.308
C 5.357 -3.365 -1.992
H -6.384 1.206 -3.112
H 4.447 4.824 2.921
C -1.263 2.746 -6.151
C -0.553 -4.343 5.707
C 3.302 -1.952 -2.566
C 3.974 -2.799 -1.694
C 5.699 2.363 3.314
H 3.777 3.556 -0.245
H 2.041 3.549 -6.865
H 5.996 -3.422 0.101
H 6.174 4.858 2.533
C 1.129 -1.260 2.150
C -4.319 -1.032 4.575
C -3.534 1.376 1.818
H -1.837 3.907 1.374
C -0.898 3.642 1.857
H 6.233 1.525 0.785
C -5.773 0.600 -2.446
O -2.066 -0.980 1.203
C 1.925 -4.206 6.191
C 0.115 3.383 -5.865
H 6.428 -1.936 -0.759
N -3.614 0.116 2.527
H 3.809 -1.558 -3.438
H 7.164 2.989 1.124
C 5.208 -4.894 -2.108
C -5.331 -0.695 -3.113
C 2.970 1.867 2.556
H 4.450 -5.145 -2.851
H -5.603 -0.008 3.179
H 5.871 3.031 -0.073
C 0.861 -2.629 4.603
H 5.321 -3.139 -4.160
H 1.170 2.063 -7.262
H -1.610 -2.810 -0.235
H -4.557 1.057 4.118
H 0.804 0.779 -5.547
O -0.371 2.494 1.183
H 6.730 2.673 3.479
H -0.805 5.118 -4.918
```

Atomic partial charges in e from the Mulliken method, atoms 1 to 2:
1. C -0.465
2. C -0.881

=====

C55H89BF5MgN2O46 as an isolated structure at a distorted geometry. Source: OMol25; level of theory: the ωB97M-V functional and the def2-TZVPD basis.

Calculated values
**HOMO level**: -0.21344 Eh
**Lowest unoccupied orbital energy**: 1.5319 eV
**HOMO-LUMO gap**: 7.340 eV
**Calculated total energy**: -175353.7237 eV
**Charge**: -1

```
199
C55H89BF5MgN2O46, DFT the ωB97M-V functional and the def2-TZVPD basis
H -6.012 -24.794 -15.743
H -2.483 -16.420 -15.082
H -5.822 -23.857 -17.167
H -0.067 -31.281 -11.504
H -9.494 -23.287 -15.364
C -2.330 -16.931 -14.131
H -0.900 -22.206 -8.061
H 1.761 -30.682 -13.008
H -6.971 -19.603 -12.165
H -6.907 -28.699 -7.854
H -3.064 -21.185 -15.066
H -4.874 -29.371 -15.848
O 1.202 -24.998 -7.593
H -3.207 -22.869 -8.064
H 1.166 -25.692 -15.866
C -5.050 -22.883 -15.329
O 0.624 -26.751 -12.104
C 0.128 -16.111 -11.468
H -1.459 -22.276 -17.456
H 0.280 -27.471 -8.605
Mg -3.015 -29.647 -11.602
H -7.179 -17.086 -13.253
H -4.379 -28.348 -17.246
H -3.197 -18.648 -15.150
C -1.981 -21.527 -16.861
H 0.985 -24.356 -5.935
C 0.552 -24.596 -9.778
C 2.472 -19.636 -10.875
F -1.296 -20.661 -9.255
O -0.981 -24.514 -7.982
C 1.781 -30.231 -12.016
O -3.995 -22.547 -16.202
H -10.323 -22.113 -12.660
H -8.129 -29.608 -9.932
O -1.717 -20.520 -7.032
H -0.193 -28.867 -7.670
O -4.882 -29.639 -12.281
O -9.846 -27.464 -15.310
O 2.829 -18.670 -11.544
H 1.767 -20.278 -9.033
H 1.328 -23.873 -10.031
O 2.569 -20.897 -11.147
H -5.679 -26.356 -6.899
H -0.958 -24.163 -14.200
O -3.927 -33.442 -11.950
O -6.614 -24.551 -9.588
C -3.734 -27.557 -15.346
C -0.404 -29.226 -9.849
O -1.259 -29.173 -10.727
C -7.676 -19.145 -12.859
H -1.019 -25.291 -15.672
H -7.732 -30.820 -8.614
H 4.008 -21.025 -12.578
C -2.839 -21.990 -15.766
H -5.640 -27.848 -16.160
H -2.190 -19.162 -13.836
C -1.612 -21.388 -8.171
H -2.267 -29.989 -7.291
H -5.460 -21.981 -14.873
C 0.204 -24.682 -8.355
H -2.889 -31.675 -7.657
C -9.955 -26.313 -14.965
H 0.081 -29.362 -14.574
H 2.265 -18.577 -9.086
H 1.020 -25.543 -10.046
O -10.946 -25.826 -14.301
C -6.676 -17.916 -8.105
O -2.252 -29.217 -13.401
C -0.539 -25.017 -14.732
H -6.362 -19.227 -6.479
C -0.996 -16.849 -12.050
C -7.355 -30.110 -9.350
C -2.179 -21.886 -12.072
H -11.746 -21.243 -13.254
O -7.071 -22.346 -9.335
H -1.426 -28.023 -8.383
H -7.209 -19.246 -13.839
C -7.197 -18.796 -7.032
H 1.401 -31.812 -10.672
C -3.260 -26.972 -6.053
O -4.254 -23.205 -12.107
O -3.841 -21.015 -7.448
H -6.567 -22.106 -11.324
H -4.713 -23.500 -14.496
O -4.506 -27.349 -5.662
H -0.962 -30.653 -15.317
H -6.137 -28.479 -9.532
H -3.025 -16.095 -9.681
H 0.727 -19.117 -9.821
H -0.303 -24.399 -10.425
H 2.782 -30.352 -11.602
C -6.038 -23.765 -16.102
H -1.222 -20.859 -16.453
H 3.730 -23.208 -11.842
O -4.402 -20.977 -12.793
H -5.479 -16.862 -10.000
C -4.068 -29.985 -8.492
H 3.087 -23.240 -13.395
C -3.503 -25.534 -9.964
C -3.566 -16.638 -8.906
C -5.421 -26.295 -5.842
N -5.849 -30.278 -12.736
C 2.958 -21.267 -12.415
C -0.400 -28.324 -8.593
H -11.449 -23.941 -13.540
H 1.579 -29.162 -12.081
C -11.116 -24.454 -14.442
N -3.018 -32.855 -11.359
H 3.127 -26.049 -6.019
C -7.284 -24.162 -10.730
O 1.402 -25.398 -13.831
H -4.064 -27.432 -14.315
H 0.563 -15.328 -12.089
O -2.441 -28.028 -15.454
H -7.107 -23.570 -16.022
C 0.510 -26.074 -13.148
H -0.461 -29.146 -16.206
O -5.397 -18.276 -8.575
O -3.316 -24.294 -10.138
H 1.915 -23.207 -12.120
O -6.392 -23.487 -7.463
O -10.240 -19.520 -14.264
C -1.873 -28.880 -14.547
C 2.124 -26.346 -5.713
C -4.733 -17.478 -9.497
H -0.300 -15.634 -10.586
O -1.856 -23.159 -11.692
H -2.955 -17.280 -8.271
H -4.775 -24.240 -6.020
C -6.677 -23.447 -8.679
C -3.755 -21.926 -12.364
O -5.259 -29.746 -7.943
C -7.793 -17.639 -12.542
O -6.887 -29.744 -12.989
O -3.142 -25.637 -5.934
C 0.982 -25.401 -6.247
O -3.350 -19.578 -5.697
O -7.397 -16.985 -8.499
H -2.287 -22.715 -15.167
C -9.956 -20.031 -13.187
O -1.165 -16.567 -13.354
H -3.600 -26.552 -15.747
H -8.288 -24.548 -10.909
O 0.600 -30.079 -9.929
H -3.610 -30.607 -6.456
H -3.430 -21.792 -9.442
H -4.182 -18.168 -10.136
H -1.440 -18.645 -15.338
O -3.954 -26.072 -8.934
C 0.844 -30.939 -11.012
H -8.785 -17.287 -12.257
H -6.640 -24.391 -11.579
C -3.121 -21.835 -8.397
C -10.835 -21.150 -12.662
H 2.433 -20.792 -13.244
O -3.670 -29.776 -9.648
F -8.843 -23.951 -13.716
H -6.829 -30.713 -10.090
O -0.628 -26.133 -13.962
O -5.646 -31.490 -12.780
O -2.899 -25.305 -12.210
C -6.364 -29.136 -8.692
O -9.166 -25.372 -15.436
H -11.736 -24.251 -15.315
H -6.257 -26.366 -5.147
C -3.133 -30.636 -7.436
B -3.100 -23.993 -11.547
C -4.443 -25.146 -5.514
F -8.530 -22.265 -10.982
O -2.735 -31.652 -11.587
H -7.766 -19.640 -7.420
H 2.013 -27.318 -6.194
C -2.254 -18.435 -14.645
C -4.677 -28.357 -16.198
C -3.116 -26.281 -11.312
H -2.500 -20.866 -17.556
F -4.622 -24.962 -4.254
O -8.883 -19.831 -12.487
O -3.097 -27.530 -11.476
H 2.108 -26.418 -4.625
C -2.952 -20.313 -6.620
C 1.771 -19.374 -9.642
H -7.888 -18.269 -6.374
C -9.608 -24.181 -14.749
C 0.888 -25.009 -15.063
C -7.303 -22.605 -10.693
O -1.503 -20.921 -12.228
H -3.293 -16.694 -13.680
C 2.888 -22.813 -12.412
H 0.925 -16.746 -11.083
F 1.304 -23.725 -15.475
O -2.329 -33.523 -10.597
O -1.654 -17.571 -11.308
C -0.744 -29.587 -15.250
H -3.956 -16.021 -8.096
H 0.102 -25.934 -5.886
O -2.337 -27.766 -6.416
H -11.051 -21.087 -11.596
H -7.453 -17.418 -11.530
```

Atomic partial charges in e from the Mulliken method, atoms 1 to 2:
1. H 0.237
2. H 0.417